# 1
ORCA calculation (ωB97M-V/def2-TZVPD) on a molecular structure, C36H54P3PdSi.

```
95
C36H54P3PdSi | OMol25 | ωB97M-V/def2-TZVPD
Pd -0.49304 0.07969 -0.46273
C 3.57310 0.47667 -3.64346
C 2.38525 -0.24370 -3.01500
C 1.54110 -0.99504 -4.04715
P 1.25881 0.78836 -1.96465
C 0.43759 2.16931 -2.96512
C -0.97503 1.74914 -3.41122
C 1.18683 2.72850 -4.17160
C 2.37633 1.67856 -0.80894
C 3.13116 2.77430 -1.22605
C 3.95103 3.45356 -0.33699
C 4.01921 3.04845 0.98853
C 3.25676 1.97489 1.42058
C 2.43257 1.27363 0.53806
Si 1.30265 -0.11683 1.12102
C 0.49610 0.10221 2.81628
C 1.10065 -0.36644 3.98330
C 0.46327 -0.27086 5.21089
C -0.80580 0.28243 5.28487
C -1.43225 0.73557 4.13259
C -0.79546 0.66094 2.89648
P -1.59661 1.22669 1.34838
C -3.43566 1.30232 1.67184
C -4.00631 2.47072 2.47622
C -4.15828 1.19466 0.32051
C -0.91516 2.96275 1.15106
C -0.81675 3.76888 2.44405
C -1.66328 3.72692 0.05645
C 2.03699 -1.82169 0.76881
C 3.36475 -2.14904 1.04088
C 3.87649 -3.39368 0.70460
C 3.06667 -4.32581 0.07276
C 1.74912 -4.00984 -0.22688
C 1.22366 -2.76798 0.12352
P -0.49852 -2.28336 -0.24044
C -1.08292 -3.36917 -1.63969
C -2.16511 -2.61216 -2.42058
C -1.55643 -4.77842 -1.28552
C -1.42687 -2.66300 1.33026
C -2.92904 -2.45734 1.12886
C -1.09578 -4.00747 1.97509
H 4.21206 -0.25498 -4.14133
H 4.17431 0.98458 -2.89175
H 3.25502 1.20287 -4.39102
H 2.76447 -0.97049 -2.28592
H 1.18873 -0.32486 -4.83318
H 0.66964 -1.45747 -3.57668
H 2.13194 -1.78056 -4.51986
H 0.35169 2.96977 -2.22255
H -0.92129 1.03176 -4.23319
H -1.54612 2.61322 -3.75735
H -1.53758 1.27821 -2.59931
H 1.31551 1.97953 -4.95336
H 2.16601 3.12307 -3.90467
H 0.60854 3.55160 -4.59595
H 3.07214 3.11839 -2.25045
H 4.53267 4.29978 -0.67830
H 4.66670 3.57070 1.68136
H 3.29546 1.67623 2.46274
H 2.07994 -0.83002 3.92857
H 0.94943 -0.63249 6.10792
H -1.31278 0.35622 6.23797
H -2.43186 1.14106 4.21114
H -3.61244 0.37419 2.22695
H -3.97366 3.39782 1.90587
H -3.49167 2.63660 3.42071
H -5.05387 2.26185 2.70080
H -4.14708 2.15276 -0.20190
H -5.20066 0.90702 0.46781
H -3.69096 0.45307 -0.33022
H 0.10457 2.77555 0.79595
H -1.80063 4.00011 2.85256
H -0.30764 4.71360 2.24207
H -0.24483 3.23702 3.20330
H -2.63072 4.08317 0.40917
H -1.83419 3.10124 -0.82240
H -1.08478 4.59924 -0.25319
H 4.01218 -1.41607 1.51015
H 4.90710 -3.63709 0.92927
H 3.46010 -5.29811 -0.19301
H 1.14293 -4.74301 -0.74092
H -0.19067 -3.44022 -2.27138
H -3.10894 -2.60548 -1.87261
H -2.34097 -3.08932 -3.38606
H -1.86892 -1.57619 -2.59818
H -2.51374 -4.75623 -0.76588
H -0.84741 -5.32248 -0.66493
H -1.69621 -5.34567 -2.20748
H -1.06950 -1.87263 1.99614
H -3.37516 -3.26385 0.54650
H -3.12139 -1.51429 0.61192
H -3.43577 -2.42642 2.09526
H -1.53464 -4.84107 1.42793
H -1.49763 -4.02667 2.98996
H -0.01922 -4.16191 2.04112
```

Summary:
HOMO level (spin up / spin down) ... -8.2 / -11.0 eV
Frontier orbital gap (spin up / spin down) ... 6.378 / 6.935 eV
⟨S²⟩ ... 2.0071
Charge ... +1
Spin multiplicity ... 3

# 2
ORCA calculation (ωB97M-V/def2-TZVPD) on C2H3BrN2O in the gas phase.

```
9
C2H3BrN2O | OMol25 | ωB97M-V/def2-TZVPD
H 0.46614 -2.44837 -0.90039
N 0.72302 -1.50870 -0.55469
N -0.41475 -1.12201 -0.35341
C -0.50999 0.09851 0.29386
Br -2.41886 -0.00803 1.12684
C -0.29496 1.29425 -0.54850
O 0.80349 1.61519 -0.91875
H 0.18270 0.16187 1.25761
H -1.20645 1.74213 -0.94773
```

Summary:
HOMO level ... -10.1 eV
Frontier orbital gap ... 9.483 eV

# 3
ORCA calculation (ωB97M-V/def2-TZVPD) on C17H20N8 in the gas phase.

```
45
C17H20N8 | OMol25 | ωB97M-V/def2-TZVPD
C 0.23658 -2.87480 -4.99530
C 1.17749 -1.84482 -4.40305
N 0.74199 -1.39538 -3.08281
N 0.55464 -0.10101 -2.75142
C 0.29526 -0.05264 -1.47341
C 0.02569 1.05217 -0.58569
C -0.00382 1.88585 0.27154
C -0.43348 2.79133 1.28262
N -1.24807 3.82236 1.04417
C -1.30673 4.46242 2.16823
C -1.91509 5.63139 2.64474
C -2.80934 6.52131 1.73376
N -1.70760 6.07482 3.89743
C -1.01784 5.26874 4.76405
C -0.37751 4.09232 4.33270
C 0.55235 3.24816 5.19415
N -0.44966 3.79262 3.00868
N 0.06893 2.71710 2.47151
N 0.11588 -1.29697 -0.89906
C 0.51083 -2.16299 -1.89238
N 0.64035 -3.56180 -1.61054
C 1.74231 -4.34801 -2.09943
C 1.71670 -5.59100 -1.16419
C 0.32951 -5.57718 -0.46350
C -0.21064 -4.11926 -0.61425
H -0.25408 -3.50972 -4.21351
H -0.67362 -2.50017 -5.44560
H 0.78296 -3.51073 -5.72698
H 2.22962 -2.08267 -4.30852
H 1.01064 -1.07426 -5.21623
H -2.73626 7.60783 2.00672
H -3.91187 6.28680 1.85136
H -2.49256 6.37857 0.68267
H -0.92960 5.56625 5.76119
H 0.82635 3.60888 6.24263
H 1.52011 3.08185 4.60107
H 0.17635 2.23603 5.36907
H 1.45483 -4.68302 -3.14244
H 2.77930 -3.88022 -2.11145
H 2.60787 -5.54162 -0.46881
H 1.75722 -6.51887 -1.71980
H 0.39384 -5.85142 0.58558
H -0.40027 -6.20939 -0.92515
H -0.06862 -3.67869 0.38700
H -1.30095 -4.16017 -0.98737
```

Summary:
HOMO level ... -8.1 eV
Frontier orbital gap ... 8.408 eV

# 4
ORCA calculation (ωB97M-V/def2-TZVPD) on 2 unconnected molecules or ions with the total composition C3H9IN2.

```
15
C3H9IN2 | OMol25 | ωB97M-V/def2-TZVPD
C 0.47600 2.14413 -0.62888
C 0.68303 1.08685 0.51474
C -0.86117 -0.56789 0.39722
N 0.01907 -2.78032 -0.09615
N -0.49185 -1.56288 -0.53174
I -2.57652 0.60822 0.11112
H 1.15342 2.06330 -1.52137
H 0.63802 3.12321 -0.12724
H -0.53241 1.93844 -0.95841
H 0.48535 1.52221 1.45686
H 1.54332 0.33894 0.44815
H -0.97607 -1.06567 1.36870
H 1.12923 -2.78376 0.21875
H -0.43527 -2.86634 0.78327
H -0.25414 -1.19844 -1.43502
```

Summary:
HOMO level ... -7.5 eV
Frontier orbital gap ... 8.058 eV

# 5
ORCA calculation (ωB97M-V/def2-TZVPD) on C5H8N2 in the gas phase.

```
15
C5H8N2 | OMol25 | ωB97M-V/def2-TZVPD
N 1.08265 1.83721 1.69737
C 0.44385 1.46766 0.80552
C -0.42073 0.96454 -0.29303
N -1.83903 1.06137 0.01762
C -0.06944 -0.47375 -0.63500
C 0.15031 -1.48237 0.45796
C 1.29814 -1.04132 -0.40520
H -0.22366 1.59512 -1.16803
H -2.10229 2.02093 0.22289
H -2.04012 0.50451 0.84356
H -0.60794 -0.81430 -1.51592
H 0.14329 -1.12672 1.48646
H -0.25999 -2.47799 0.32402
H 1.68565 -1.72938 -1.14973
H 2.04843 -0.40570 0.05808
```

Summary:
HOMO level ... -10.3 eV
Frontier orbital gap ... 11.299 eV

Values for energy above the lowest of the compared OMol25 structures with the same formula, charge and spin, kJ/mol, ordered as above
22.2, 65.2, 152.8, 359.0, 115.7
Values for DFT total energy, eV, ordered as above
-77429.3091, -77189.9041, -29870.3597, -14333.4575, -8293.7974